Molecular formula: C34H70BFNO10S
Method: DFT, wB97M-V/def2-TZVPD

Last column: Mulliken charge in e.
CARTESIAN COORDINATES (ANGSTROEM)
C: 0.930 1.415 3.615  -0.414
C: -0.425 2.084 3.400  -0.010
O: -1.450 1.587 4.310  -0.471
B: -1.793 0.321 4.081  0.407
O: -2.000 -0.148 2.845  0.055
S: -1.990 -0.870 5.576  0.230
F: -1.046 -2.092 5.273  -0.141
C: -1.392 0.068 7.007  -0.472
C: 0.038 -0.268 7.484  0.181
O: 0.229 -0.173 8.626  -0.458
N: 1.081 -0.625 6.563  0.297
C: 2.259 0.220 6.916  -1.215
C: 1.415 -2.071 6.789  -0.917
H: 1.106 1.371 4.696  -0.041
H: 1.747 2.014 3.206  0.091
H: 0.957 0.413 3.169  0.299
H: -0.311 3.150 3.623  0.399
H: -0.755 2.030 2.358  -0.011
H: -1.486 -0.971 2.694  0.199
H: -1.516 1.147 6.835  0.329
H: -2.061 -0.184 7.836  0.521
H: 2.914 0.295 6.044  0.344
H: 2.798 -0.168 7.788  0.469
H: 1.929 1.225 7.202  0.385
H: 0.567 -2.552 7.285  0.367
H: 2.343 -2.212 7.348  0.300
H: 1.530 -2.526 5.799  0.287
C: -3.868 2.138 0.960  -0.151
C: -5.081 1.358 0.476  -0.572
C: -4.939 1.474 -1.038  -0.550
O: -3.532 1.559 -1.306  -0.302
C: -2.830 1.783 -0.087  -0.332
H: -3.550 1.880 1.970  -0.082
H: -4.080 3.210 0.932  0.346
H: -4.993 0.311 0.778  0.189
H: -6.029 1.742 0.848  0.397
H: -5.414 2.384 -1.418  0.286
H: -5.361 0.617 -1.564  0.282
H: -2.305 0.856 0.176  0.120
H: -2.090 2.572 -0.232  0.403
C: -2.686 0.749 -4.550  -0.771
C: -2.513 -0.285 -5.656  -0.166
C: -1.222 -0.972 -5.244  -0.347
O: -1.163 -0.909 -3.808  -0.324
C: -2.169 -0.002 -3.336  0.104
H: -3.710 1.098 -4.428  0.349
H: -2.052 1.617 -4.752  0.305
H: -3.341 -0.999 -5.631  0.179
H: -2.465 0.144 -6.655  0.185
H: -0.346 -0.445 -5.642  0.151
H: -1.176 -2.008 -5.566  0.181
H: -2.962 -0.594 -2.867  0.103
H: -1.739 0.657 -2.585  -0.022
C: -2.542 -2.844 -9.989  -0.573
C: -3.389 -3.610 -8.983  -0.582
C: -2.485 -3.624 -7.761  -0.377
O: -1.704 -2.424 -7.813  -0.257
C: -1.859 -1.817 -9.102  -0.491
H: -3.118 -2.393 -10.796  0.332
H: -1.798 -3.511 -10.432  0.259
H: -4.303 -3.052 -8.767  0.265
H: -3.671 -4.609 -9.314  0.353
H: -1.798 -4.477 -7.784  0.277
H: -3.044 -3.655 -6.824  0.254
H: -2.479 -0.921 -8.982  0.273
H: -0.882 -1.514 -9.481  0.276
C: 2.094 7.287 4.704  -0.580
C: 2.770 6.321 3.741  -0.671
C: 2.484 4.980 4.396  0.123
O: 1.232 5.111 5.081  -0.361
C: 0.866 6.498 5.129  -0.443
H: 1.847 8.250 4.259  0.349
H: 2.742 7.466 5.566  0.256
H: 2.285 6.371 2.762  0.289
H: 3.834 6.508 3.602  0.368
H: 3.250 4.729 5.137  0.238
H: 2.419 4.165 3.674  -0.087
H: 0.034 6.653 4.433  0.273
H: 0.528 6.751 6.135  0.282
C: -2.290 -4.469 0.324  -0.500
C: -0.769 -4.553 0.309  -0.579
C: -0.374 -3.219 0.918  -0.309
O: -1.427 -2.859 1.834  -0.331
C: -2.553 -3.727 1.624  -0.554
H: -2.784 -5.438 0.284  0.369
H: -2.637 -3.873 -0.524  0.206
H: -0.437 -5.372 0.952  0.287
H: -0.347 -4.705 -0.683  0.339
H: -0.308 -2.437 0.155  0.131
H: 0.576 -3.264 1.452  0.317
H: -2.611 -4.418 2.471  0.298
H: -3.470 -3.136 1.594  0.288
C: 5.871 0.544 0.837  -0.628
C: 4.849 0.973 -0.207  -0.204
C: 3.538 0.713 0.514  -0.264
O: 3.792 0.909 1.915  -0.265
C: 5.208 0.995 2.129  -0.550
H: 6.858 0.981 0.692  0.357
H: 5.975 -0.544 0.830  0.271
H: 4.958 2.040 -0.415  0.306
H: 4.928 0.433 -1.149  -0.045
H: 3.204 -0.319 0.371  0.194
H: 2.741 1.384 0.191  0.244
H: 5.454 2.037 2.358  0.303
H: 5.486 0.377 2.984  0.284
C: 2.258 -2.395 -4.562  -0.436
C: 3.778 -2.459 -4.487  -0.713
C: 4.121 -1.095 -3.908  -0.434
O: 3.022 -0.715 -3.073  -0.381
C: 1.917 -1.603 -3.311  0.235
H: 1.778 -3.372 -4.591  0.411
H: 1.953 -1.838 -5.452  0.183
H: 4.082 -3.248 -3.794  0.294
H: 4.259 -2.646 -5.447  0.372
H: 4.224 -0.343 -4.697  0.285
H: 5.040 -1.107 -3.319  0.295
H: 1.820 -2.262 -2.438  -0.012
H: 1.001 -1.028 -3.414  -0.077

Kohn-Sham gap (eV): 5.831
Highest occupied orbital energy (eV): -10.50
Net charge: +1

Molecular formula: C34H70BrFI2N11O7
Method: DFT, wB97M-V/def2-TZVPD

Last column: Mulliken charge in e.
CARTESIAN COORDINATES (ANGSTROEM)
C: 1.294 -0.298 0.348  -0.713
C: 0.396 0.706 1.006  -0.080
N: -0.734 1.427 0.305  0.881
C: -1.826 1.915 1.264  -0.510
N: -3.052 1.352 1.522  0.077
C: -3.538 0.062 0.898  -0.788
C: -3.510 0.029 -0.741  0.394
C: -5.016 -0.300 -1.360  -0.946
Br: -2.370 -1.585 -1.245  -0.132
N: -1.168 3.173 1.826  -0.200
C: -0.758 3.990 0.621  1.042
N: 0.484 4.699 1.114  -0.279
C: -1.803 5.156 0.062  -0.806
I: -2.502 5.234 -2.057  0.021
C: -2.357 6.252 0.954  -0.051
C: -3.362 7.453 0.403  -0.944
I: -1.878 6.378 3.130  0.008
C: -0.366 2.744 -0.409  -0.315
C: 1.154 2.809 -1.103  -0.042
C: 1.124 1.762 -2.406  -0.924
F: 1.429 4.164 -1.712  -0.410
H: 0.778 -1.126 -0.326  0.041
H: 2.449 -0.181 0.496  0.320
H: 0.541 0.916 2.152  0.117
H: -3.696 1.845 2.197  0.394
H: -2.975 -0.880 1.357  0.222
H: -4.675 -0.066 1.217  0.405
H: -3.065 1.030 -1.166  0.157
H: -5.052 0.100 -2.471  0.303
H: -5.874 0.161 -0.688  0.281
H: -5.101 -1.465 -1.418  0.244
H: -0.366 3.002 2.496  0.393
H: 0.812 5.451 0.469  0.342
H: 1.245 4.044 1.397  0.271
H: -3.045 7.898 -0.632  0.362
H: -3.286 8.356 1.180  0.318
H: -4.471 7.077 0.462  0.272
H: -1.028 2.624 -1.396  0.118
H: 2.010 2.534 -0.351  0.362
H: 0.397 0.872 -2.169  0.231
H: 0.695 2.406 -3.311  0.351
H: 2.229 1.408 -2.671  0.179
C: 2.627 -2.430 3.017  -1.146
C: 2.428 -1.105 3.697  0.802
O: 2.796 -0.048 3.187  -0.687
N: 1.819 -1.091 4.917  -0.145
C: 1.318 -2.209 5.680  -0.758
H: 3.125 -2.274 2.055  0.282
H: 3.259 -3.076 3.631  0.467
H: 1.660 -2.905 2.831  0.205
H: 1.723 -0.160 5.307  0.246
H: 0.250 -2.051 5.850  0.193
H: 1.835 -2.220 6.643  0.322
H: 1.470 -3.162 5.173  0.293
C: -8.699 -3.959 -1.965  -1.323
C: -7.775 -3.015 -2.680  0.816
O: -7.494 -1.908 -2.224  -0.644
N: -7.239 -3.413 -3.869  -0.145
C: -7.439 -4.659 -4.569  -0.842
H: -9.042 -3.498 -1.034  0.292
H: -9.573 -4.172 -2.587  0.365
H: -8.173 -4.885 -1.717  0.375
H: -6.628 -2.720 -4.285  0.223
H: -6.465 -5.138 -4.692  0.276
H: -7.853 -4.431 -5.554  0.293
H: -8.112 -5.333 -4.037  0.328
C: -0.472 -6.334 -3.537  -1.373
C: -0.671 -5.009 -2.856  0.999
O: -0.303 -3.953 -3.366  -0.642
N: -1.280 -4.996 -1.636  0.071
C: -1.781 -6.113 -0.873  -0.862
H: 0.026 -6.179 -4.498  0.288
H: 0.160 -6.981 -2.922  0.368
H: -1.439 -6.810 -3.722  0.360
H: -1.375 -4.065 -1.246  -0.135
H: -2.849 -5.955 -0.703  0.250
H: -1.264 -6.125 0.090  0.264
H: -1.629 -7.067 -1.381  0.363
C: 6.839 0.984 -2.376  -1.202
C: 6.047 1.436 -3.570  0.779
O: 6.115 0.860 -4.654  -0.642
N: 5.233 2.521 -3.431  -0.146
C: 5.012 3.330 -2.257  -0.534
H: 7.438 0.109 -2.646  0.203
H: 7.515 1.779 -2.051  0.460
H: 6.164 0.701 -1.564  0.319
H: 4.735 2.761 -4.281  0.245
H: 3.947 3.292 -2.015  -0.034
H: 5.287 4.360 -2.498  0.310
H: 5.593 2.989 -1.399  0.315
C: 2.648 9.525 5.249  -1.147
C: 3.773 8.782 4.585  0.726
O: 4.948 9.111 4.731  -0.645
N: 3.463 7.712 3.798  -0.120
C: 2.160 7.168 3.499  -0.686
H: 3.056 10.350 5.841  0.285
H: 1.976 9.942 4.494  0.326
H: 2.102 8.857 5.920  0.320
H: 4.276 7.268 3.387  0.215
H: 2.145 6.126 3.829  0.241
H: 2.020 7.202 2.415  0.245
H: 1.356 7.718 3.988  0.223
C: 5.502 -4.826 -4.681  -1.139
C: 6.729 -4.201 -4.079  0.725
O: 7.577 -4.867 -3.489  -0.665
N: 6.892 -2.853 -4.201  -0.119
C: 6.023 -1.900 -4.849  -0.617
H: 5.517 -5.905 -4.501  0.291
H: 4.603 -4.411 -4.216  0.313
H: 5.486 -4.657 -5.761  0.320
H: 7.743 -2.511 -3.769  0.206
H: 6.594 -1.403 -5.637  0.259
H: 5.719 -1.159 -4.106  0.080
H: 5.138 -2.370 -5.280  0.312
C: -2.627 -5.334 3.531  -1.382
C: -1.912 -4.021 3.673  0.812
O: -0.800 -3.827 3.184  -0.629
N: -2.528 -3.023 4.369  -0.065
C: -3.818 -3.045 5.014  -0.877
H: -2.008 -6.025 2.951  0.264
H: -2.805 -5.774 4.516  0.407
H: -3.573 -5.191 3.001  0.371
H: -1.980 -2.171 4.419  0.174
H: -4.431 -2.255 4.574  0.253
H: -3.670 -2.833 6.076  0.307
H: -4.324 -4.005 4.902  0.336

Kohn-Sham gap (eV): 5.679
Highest occupied orbital energy (eV): -10.06
Net charge: +1